Entry 1:
Here is C31H44BrIrN3OP2 as an isolated structure at a distorted geometry from OMol25. Energies are from ωB97M-V/def2-TZVPD.

## Properties
Energy ... -4806.4573 Ha
<S²> ... 8.89
HOMO energy (alpha / beta) ... -0.61865 / -0.67777 hartree
Orbital gap (alpha / beta) ... 4.7591 / 2.5573 eV

```
! wB97M-V def2-TZVPD RIJCOSX def2/J DEFGRID3
* xyz 4 6
C 1.790 3.838 -0.541
C 0.809 3.158 -1.343
C 0.931 3.146 -2.772
C 1.961 3.903 -3.325
N 2.842 4.564 -2.558
C 2.767 4.563 -1.220
C -0.193 2.463 -0.765
C -1.135 1.876 -0.089
C -2.436 2.155 0.463
C -3.034 1.091 1.121
C -4.359 1.234 1.483
C -4.909 2.472 1.202
C -4.296 3.592 0.634
C -2.980 3.426 0.233
Ir -0.620 -0.187 0.408
P 1.660 -0.375 -0.282
H 0.223 2.599 -3.390
H 1.736 3.824 0.545
H 2.060 3.946 -4.416
H 3.503 5.138 -0.642
H -2.355 4.178 -0.259
H -2.475 0.157 1.325
H -4.817 4.536 0.493
H -4.931 0.453 1.942
C 2.419 -2.098 -0.039
C 3.636 -2.644 -0.809
H 1.591 -2.810 -0.177
H 2.670 -2.121 1.031
H 3.799 -3.679 -0.464
H 3.495 -2.701 -1.898
H 4.576 -2.111 -0.605
C 2.157 -0.084 -2.078
C 3.562 0.340 -2.548
H 1.443 0.672 -2.435
H 1.916 -1.027 -2.589
H 3.532 0.414 -3.648
H 3.876 1.332 -2.190
H 4.362 -0.383 -2.327
C 2.962 0.678 0.544
C 4.453 0.298 0.633
H 2.595 0.834 1.568
H 2.871 1.648 0.032
H 4.960 1.102 1.190
H 4.645 -0.632 1.188
H 4.971 0.236 -0.336
Br -6.784 2.545 1.710
P -1.472 -1.264 -1.287
C -0.466 -2.303 -2.428
C -1.094 -3.575 -3.035
H 0.437 -2.583 -1.861
H -0.117 -1.653 -3.246
H -0.359 -4.103 -3.668
H -1.414 -4.285 -2.259
H -1.960 -3.350 -3.678
C -2.477 -2.439 -0.261
C -3.834 -2.878 -0.818
H -2.617 -1.909 0.697
H -1.849 -3.314 -0.025
H -4.346 -3.516 -0.078
H -4.489 -2.016 -1.017
H -3.727 -3.464 -1.743
C -2.541 -0.185 -2.325
C -3.103 -0.725 -3.651
H -1.890 0.688 -2.510
H -3.372 0.181 -1.697
H -3.724 0.050 -4.129
H -2.305 -0.984 -4.359
H -3.746 -1.605 -3.503
N 0.759 -1.851 7.121
C 0.396 -0.618 6.623
O 0.138 0.319 7.338
C 0.339 -0.535 5.131
C 0.545 -1.613 4.253
C 0.357 -1.420 2.886
N -0.072 -0.226 2.384
C -0.106 0.868 3.201
C 0.013 0.726 4.586
H 0.815 -1.930 8.121
H 0.958 -2.648 6.553
H 0.821 -2.619 4.593
H 0.501 -2.213 2.140
H -0.267 1.843 2.728
H -0.179 1.590 5.219
*
```

=====

Entry 2:
Here is C31H44MoN2O4PTe4 as an isolated structure from OMol25. Energies are from ωB97M-V/def2-TZVPD.

## Properties
Energy ... -3099.5092 Ha
HOMO energy ... -0.36088 hartree
Orbital gap ... 5.7961 eV

```
! wB97M-V def2-TZVPD RIJCOSX def2/J DEFGRID3
* xyz 1 1
Mo -1.329 -0.811 0.133
O -0.209 -2.555 0.176
C 0.014 -3.296 1.153
C -0.335 -3.044 2.511
C 0.048 -4.030 3.445
C -0.173 -3.837 4.772
C -0.768 -2.655 5.249
C -1.139 -1.682 4.370
C -0.949 -1.835 2.971
O -1.326 -0.876 2.187
N 0.228 -4.878 5.726
O 0.019 -4.665 6.903
O 0.747 -5.882 5.280
H 0.550 -4.226 0.947
H 0.522 -4.944 3.111
H -0.918 -2.539 6.313
H -1.592 -0.762 4.715
Te -3.639 -2.340 0.200
Te -4.698 -1.911 -2.311
Te -3.021 -3.924 -3.195
Te -2.945 -4.880 -0.619
N -2.550 1.090 0.498
C -3.770 1.313 -0.236
C -3.741 2.026 -1.425
C -4.909 2.198 -2.154
C -6.105 1.662 -1.702
C -6.134 0.964 -0.501
C -4.969 0.793 0.237
H -1.953 1.904 0.430
H -2.756 0.958 1.486
H -2.810 2.456 -1.779
H -4.882 2.759 -3.080
H -7.015 1.800 -2.271
H -7.067 0.564 -0.125
H -5.002 0.285 1.195
C 1.895 4.717 0.698
C 0.631 4.536 -0.163
C 0.110 3.094 -0.085
C 1.292 2.122 -0.019
C 1.978 2.282 1.354
C 1.889 3.733 1.864
P 0.812 0.379 -0.367
C 2.308 -0.645 -0.079
C 2.579 -0.995 1.389
C 3.493 -2.229 1.452
C 4.519 -2.232 0.301
C 4.838 -0.807 -0.140
C 3.595 -0.140 -0.759
C 0.596 0.231 -2.209
C -0.830 -0.268 -2.492
C -0.954 -0.807 -3.929
C -0.028 -0.045 -4.891
C 0.162 1.396 -4.434
C 0.904 1.459 -3.087
H 1.960 5.743 1.059
H 2.791 4.549 0.093
H 0.849 4.789 -1.204
H -0.153 5.221 0.166
H -0.552 2.884 -0.930
H -0.475 2.972 0.834
H 2.001 2.409 -0.802
H 3.027 1.989 1.266
H 1.525 1.607 2.087
H 2.714 3.930 2.548
H 0.973 3.872 2.447
H 2.010 -1.582 -0.563
H 1.651 -1.172 1.938
H 3.066 -0.153 1.882
H 2.891 -3.142 1.407
H 4.007 -2.247 2.415
H 4.122 -2.787 -0.556
H 5.425 -2.756 0.606
H 5.660 -0.791 -0.856
H 5.175 -0.231 0.726
H 3.550 -0.363 -1.829
H 3.685 0.946 -0.672
H 1.272 -0.577 -2.504
H -1.552 0.536 -2.325
H -1.140 -1.154 -1.863
H -1.994 -0.726 -4.248
H -0.708 -1.869 -3.938
H -0.437 -0.078 -5.901
H 0.947 -0.537 -4.942
H -0.819 1.874 -4.343
H 0.710 1.971 -5.181
H 0.626 2.383 -2.579
H 1.983 1.514 -3.250
*
```

=====

Entry 3:
Here is C31H44MoN6O6P2 as an isolated structure at a distorted geometry from OMol25. Energies are from ωB97M-V/def2-TZVPD.

## Properties
Energy ... -2737.2144 Ha
<S²> ... 2.03
HOMO energy (alpha / beta) ... -0.69783 / -0.69863 hartree
Orbital gap (alpha / beta) ... 6.5001 / 6.4884 eV

```
! wB97M-V def2-TZVPD RIJCOSX def2/J DEFGRID3
* xyz 4 3
Mo 0.042 0.028 -0.392
C 4.791 -0.611 -2.915
N 4.039 0.537 -3.637
C 4.619 1.882 -3.127
N 4.511 1.939 -1.700
C 5.242 0.837 -1.063
N 4.694 -0.454 -1.497
C 3.344 -0.679 -0.980
P 2.145 0.608 -1.633
C 2.546 0.471 -3.434
C 3.153 2.132 -1.216
H 5.824 -0.550 -3.246
H 4.356 -1.546 -3.253
H 4.226 0.459 -4.641
H 4.062 2.681 -3.607
H 5.655 1.913 -3.447
H 5.165 0.923 0.018
H 6.295 0.896 -1.334
H 3.352 -0.618 0.105
H 3.007 -1.678 -1.247
H 2.080 1.301 -3.955
H 2.165 -0.455 -3.856
H 3.137 2.293 -0.141
H 2.705 2.992 -1.704
C -4.387 -4.458 -1.317
N -2.956 -4.067 -1.195
N -2.517 -2.777 -1.160
C -1.216 -2.825 -0.865
O -0.520 -1.658 -0.808
C -0.796 -4.112 -0.703
C -1.933 -4.890 -0.925
C -2.091 -6.375 -0.899
C -3.292 -1.598 -1.465
C -4.095 -1.561 -2.588
C -4.872 -0.434 -2.828
C -4.836 0.647 -1.955
C -3.996 0.612 -0.849
C -3.222 -0.512 -0.597
H -5.022 -3.606 -1.115
H -4.588 -5.227 -0.579
H -4.594 -4.846 -2.310
H 0.202 -4.460 -0.485
H -1.120 -6.855 -0.809
H -2.575 -6.734 -1.811
H -2.710 -6.693 -0.053
H -4.108 -2.388 -3.292
H -5.515 -0.407 -3.701
H -5.473 1.505 -2.127
H -3.984 1.438 -0.147
H -2.692 -0.586 0.341
C 0.460 2.189 4.969
C 1.481 1.761 3.951
O 1.119 0.469 3.270
P 0.318 0.001 2.053
O -1.184 -0.324 2.292
C -1.843 -1.164 3.337
C -2.118 -0.360 4.578
O 1.056 -1.380 1.718
C 2.023 -2.157 2.540
C 1.344 -3.194 3.397
H 0.800 3.133 5.404
H 0.383 1.461 5.780
H -0.523 2.348 4.528
H 2.423 1.525 4.425
H 1.651 2.502 3.176
H -1.210 -2.026 3.525
H -2.756 -1.498 2.860
H -1.193 -0.028 5.052
H -2.653 -0.994 5.288
H -2.739 0.511 4.357
H 2.593 -1.453 3.139
H 2.684 -2.614 1.812
H 0.871 -2.750 4.273
H 2.099 -3.898 3.758
H 0.604 -3.759 2.825
O 0.497 2.515 -2.454
C -0.063 2.868 -1.448
N -0.192 1.981 -0.297
C -0.688 2.789 0.804
O -0.766 2.356 1.927
C -0.991 4.121 0.278
C -1.513 5.219 0.924
C -1.675 6.377 0.169
C -1.316 6.421 -1.180
C -0.772 5.311 -1.821
C -0.624 4.166 -1.070
H -1.791 5.189 1.973
H -2.091 7.261 0.637
H -1.465 7.338 -1.740
H -0.489 5.348 -2.867
*
```

=====

Entry 4:
Here is a 12-piece molecular cluster, C31H44N13O3 overall at a distorted geometry from OMol25. Energies are from ωB97M-V/def2-TZVPD.

## Properties
Energy ... -2144.8762 Ha
HOMO energy ... -0.46532 hartree
Orbital gap ... 8.5053 eV

```
! wB97M-V def2-TZVPD RIJCOSX def2/J DEFGRID3
* xyz 1 1
C 0.516 2.286 -1.100
C 2.003 2.215 -0.950
O 2.723 3.164 -1.023
N 2.585 0.905 -0.671
C 1.955 0.345 0.576
C 2.632 0.055 -1.777
C 2.292 0.469 -3.072
N 2.439 -0.376 -4.125
C 2.895 -1.635 -4.015
C 3.265 -2.093 -2.755
C 3.150 -1.259 -1.649
C 3.623 -1.832 -0.342
O 2.937 -2.577 0.284
O 4.855 -1.489 0.015
H 0.045 2.389 -0.126
H 0.285 3.147 -1.715
H 0.096 1.389 -1.551
H 2.732 0.000 1.248
H 1.430 1.137 1.090
H 1.287 -0.474 0.341
H 1.942 1.459 -3.311
H 2.198 -0.037 -5.049
H 2.972 -2.249 -4.900
H 3.648 -3.094 -2.646
H 5.312 -1.014 -0.703
C 4.437 -5.601 -4.759
C 4.397 -4.505 -5.716
N 4.379 -3.635 -6.466
H 3.841 -6.433 -5.127
H 5.465 -5.927 -4.614
H 4.022 -5.289 -3.803
C -0.308 3.594 3.362
C -0.559 2.307 2.730
N -0.759 1.291 2.236
H 0.761 3.715 3.531
H -0.669 4.391 2.715
H -0.826 3.654 4.317
C -0.828 8.223 4.104
C -1.331 6.965 4.634
N -1.736 5.978 5.050
H -0.353 8.793 4.900
H -0.098 8.031 3.320
H -1.651 8.803 3.692
C -2.513 -1.642 2.317
C -3.733 -2.304 1.890
N -4.727 -2.749 1.536
H -2.374 -1.747 3.391
H -1.659 -2.085 1.804
H -2.564 -0.586 2.061
C -7.855 -1.670 1.258
C -8.944 -0.848 1.762
N -9.801 -0.199 2.155
H -6.962 -1.519 1.857
H -8.129 -2.722 1.302
H -7.639 -1.402 0.225
C -3.439 -3.196 -1.650
C -2.792 -2.364 -2.651
N -2.228 -1.727 -3.418
H -3.818 -2.582 -0.836
H -4.269 -3.742 -2.094
H -2.723 -3.908 -1.248
C -1.714 0.193 6.522
C -2.152 -1.124 6.090
N -2.453 -2.135 5.645
H -0.627 0.215 6.556
H -2.055 0.946 5.817
H -2.102 0.430 7.510
C -1.753 -0.822 -6.746
C -1.488 0.364 -7.545
N -1.282 1.301 -8.169
H -2.433 -1.487 -7.274
H -0.822 -1.351 -6.553
H -2.200 -0.541 -5.795
C -1.769 5.051 7.481
C -0.978 3.927 7.009
N -0.358 3.043 6.630
H -2.517 4.706 8.192
H -1.122 5.777 7.969
H -2.262 5.522 6.633
C -0.333 -4.892 -2.293
C 0.639 -5.818 -2.855
N 1.398 -6.542 -3.311
H -1.138 -5.455 -1.824
H 0.149 -4.270 -1.539
H -0.742 -4.254 -3.075
C 6.463 1.954 -1.637
C 6.211 0.619 -2.159
N 6.029 -0.427 -2.597
H 7.518 2.055 -1.390
H 6.197 2.696 -2.387
H 5.864 2.122 -0.743
*
```

=====

Entry 5:
Here is C31H44N4P2Sr as an isolated structure at a distorted geometry from OMol25. Energies are from ωB97M-V/def2-TZVPD.

## Properties
Energy ... -2139.7239 Ha
HOMO energy (alpha / beta) ... -0.17980 / -0.26028 hartree
Orbital gap (alpha / beta) ... 4.3654 / 6.2251 eV

```
! wB97M-V def2-TZVPD RIJCOSX def2/J DEFGRID3
* xyz 0 1
Sr 0.019 -2.045 1.184
C -0.825 3.296 3.609
C -1.383 2.525 2.669
C -0.669 1.920 1.463
C 0.505 0.947 1.704
C 1.869 1.675 1.890
C 2.181 2.901 2.266
C 1.270 4.086 2.273
C 0.375 4.173 3.542
C 1.346 -2.693 3.723
H -1.295 3.249 4.616
H -2.472 2.326 2.725
H -0.408 2.652 0.636
H -1.476 1.272 1.035
H 0.297 0.273 2.577
H 0.579 0.317 0.778
H 2.670 0.907 1.739
H 3.191 3.139 2.680
H 0.594 4.136 1.415
H 1.890 5.003 2.256
H 0.947 4.014 4.470
H 0.090 5.249 3.508
H 0.966 -2.878 4.755
H 2.266 -2.085 3.908
H 1.754 -3.692 3.445
P 1.654 -1.472 -2.178
P -2.140 -0.983 -2.073
N 3.006 -0.302 -2.660
N 2.176 -2.653 -3.510
N -2.080 0.782 -2.612
N -3.678 -1.215 -2.974
C 0.424 -0.655 -3.274
C -0.921 -1.416 -3.403
C 3.874 0.190 -1.680
C 4.785 1.059 -2.274
C 4.496 1.089 -3.667
C 3.395 0.266 -3.880
C 2.478 -3.984 -3.204
C 2.921 -4.641 -4.351
C 2.903 -3.691 -5.418
C 2.399 -2.498 -4.885
C -1.653 1.649 -1.610
C -1.639 2.948 -2.067
C -1.994 2.904 -3.453
C -2.179 1.553 -3.782
C -4.390 -0.503 -3.951
C -5.376 -1.313 -4.511
C -5.342 -2.558 -3.793
C -4.323 -2.465 -2.861
H 0.827 -0.509 -4.291
H 0.293 0.370 -2.861
H -1.362 -1.219 -4.394
H -0.800 -2.514 -3.299
H 3.763 -0.120 -0.646
H 5.563 1.635 -1.787
H 5.017 1.650 -4.442
H 2.873 0.046 -4.806
H 2.379 -4.363 -2.201
H 3.233 -5.674 -4.448
H 3.218 -3.813 -6.445
H 2.197 -1.571 -5.389
H -1.433 1.253 -0.637
H -1.392 3.846 -1.499
H -2.099 3.729 -4.147
H -2.473 1.116 -4.727
H -4.218 0.541 -4.163
H -6.019 -1.038 -5.338
H -6.001 -3.401 -3.971
H -4.028 -3.172 -2.091
C -2.026 -0.964 7.471
C -1.109 -0.440 6.334
C 0.362 -0.531 6.801
C -1.289 -1.022 5.017
H -1.760 -2.000 7.721
H -3.086 -0.946 7.185
H -1.921 -0.369 8.391
H -1.346 0.636 6.172
H 0.691 -1.566 6.958
H 1.033 -0.062 6.077
H 0.473 -0.007 7.763
H -0.391 -1.137 4.388
H -2.246 -1.141 4.508
*
```